# C10H15N3OS

2 unconnected molecules or ions with the total composition C10H15N3OS (ωB97M-V with the def2-TZVPD basis set, the OMol25 dataset).

Results
Expectation value of S²: 2.0354
LUMO level (spin up / spin down) (eV): -8.26 / -9.14
HOMO energy (spin up / spin down) (eV): -15.80 / -16.21
Total energy (hartree): -1026.91959
Charge: +2
Spin multiplicity: 3
Orbital gap (spin up / spin down) (eV): 7.543 / 7.072

Each line ends with the Löwdin charge.
Geometry (Å):
C: -1.37 -0.89 -0.25  0.031
C: -0.57 0.30 -0.23  -0.206
C: 0.91 0.30 -0.20  -0.193
C: 1.43 1.53 -0.18  -0.262
C: -1.08 1.55 -0.14  0.017
C: 1.77 -0.92 -0.09  -0.092
C: 2.88 1.85 -0.08  -0.080
C: 3.14 -0.54 0.47  -0.089
C: -4.30 2.71 0.19  -0.068
C: -3.52 -1.99 -0.13  -0.002
N: -3.83 1.61 0.03  0.122
N: 3.70 0.62 -0.27  0.081
N: -2.65 -0.86 -0.15  0.044
O: 0.21 3.79 0.62  -0.433
S: 0.14 2.83 -0.45  1.024
H: -0.88 -1.85 -0.35  0.158
H: 1.32 -1.66 0.57  0.139
H: 1.87 -1.39 -1.08  0.146
H: 3.16 2.61 -0.82  0.156
H: 3.09 2.27 0.91  0.162
H: 3.04 -0.26 1.52  0.158
H: 3.82 -1.39 0.39  0.151
H: -5.39 2.83 0.28  0.110
H: -3.79 3.67 0.27  0.105
H: -3.87 -2.16 0.89  0.121
H: -4.40 -1.78 -0.74  0.117
H: -3.02 -2.89 -0.49  0.109
H: 3.73 0.39 -1.27  0.203
H: 4.66 0.80 0.04  0.203
H: -3.11 0.08 -0.05  0.067

***

# C20H22ClN3O2

A single C20H22ClN3O2 molecule (ωB97M-V with the def2-TZVPD basis set, the OMol25 dataset).

Results
LUMO level (eV): 0.71
HOMO energy (eV): -8.46
Total energy (hartree): -1550.34052
SMILES: Cc1ccc(NC(=O)N2CCC[C@@H]2C(=O)NCc2ccc(Cl)cc2)cc1
Orbital gap (eV): 9.172
Energy relative to the best compared isomer or geometry (same formula, charge and spin) (kcal/mol): 6.7

Each line ends with the Löwdin charge.
Geometry (Å):
C: 6.03 0.19 0.38  -0.055
C: 4.60 -0.02 0.00  -0.286
C: 3.87 0.97 -0.66  -0.040
C: 2.55 0.78 -0.99  -0.042
C: 1.91 -0.41 -0.66  -0.262
N: 0.57 -0.65 -0.99  0.152
C: -0.44 0.26 -1.23  -0.498
O: -1.24 0.06 -2.14  0.035
N: -0.57 1.30 -0.37  0.025
C: 0.18 1.52 0.85  -0.125
C: -0.56 2.64 1.57  -0.142
C: -1.26 3.38 0.43  -0.116
C: -1.69 2.24 -0.47  -0.168
C: -2.95 1.54 0.08  -0.441
O: -3.39 1.75 1.19  0.064
N: -3.49 0.66 -0.79  0.088
C: -4.26 -0.48 -0.30  -0.113
C: -3.27 -1.58 -0.04  -0.206
C: -2.49 -1.55 1.11  -0.026
C: -1.44 -2.44 1.28  -0.103
C: -1.18 -3.38 0.30  -0.687
Cl: 0.14 -4.48 0.49  0.674
C: -1.96 -3.44 -0.85  -0.106
C: -3.00 -2.54 -1.01  -0.033
C: 2.63 -1.41 -0.02  -0.013
C: 3.96 -1.21 0.30  -0.040
H: 6.63 -0.67 0.09  0.079
H: 6.44 1.08 -0.11  0.073
H: 6.12 0.32 1.45  0.083
H: 4.36 1.90 -0.92  0.111
H: 2.01 1.54 -1.55  0.122
H: 0.39 -1.53 -1.46  0.150
H: 0.23 0.59 1.43  0.131
H: 1.21 1.82 0.61  0.105
H: 0.13 3.28 2.13  0.112
H: -1.30 2.24 2.25  0.104
H: -2.12 3.95 0.79  0.120
H: -0.58 4.05 -0.09  0.119
H: -1.85 2.52 -1.52  0.159
H: -2.93 0.45 -1.62  0.104
H: -5.00 -0.76 -1.05  0.122
H: -4.76 -0.17 0.62  0.124
H: -2.69 -0.80 1.86  0.118
H: -0.83 -2.40 2.17  0.107
H: -1.75 -4.18 -1.60  0.106
H: -3.59 -2.57 -1.91  0.118
H: 2.14 -2.35 0.22  0.080
H: 4.51 -2.00 0.80  0.115

***

# C4H7NO

2 unconnected molecules or ions with the total composition C4H7NO (ωB97M-V with the def2-TZVPD basis set, the OMol25 dataset).

Results
LUMO level (eV): 1.02
HOMO energy (eV): -9.84
Total energy (hartree): -286.54375
Orbital gap (eV): 10.865
Energy relative to the best compared isomer or geometry (same formula, charge and spin) (kcal/mol): 55.2

Each line ends with the Löwdin charge.
Geometry (Å):
C: -1.10 0.77 1.22  -0.098
C: -0.73 -0.08 0.00  -0.287
C: 0.38 0.28 -0.90  -0.350
N: 0.94 -0.62 -1.59  0.043
C: 1.69 -1.42 0.49  0.001
O: 2.57 -2.09 0.22  0.052
H: -0.58 0.51 2.15  0.074
H: -0.91 1.83 1.02  0.068
H: -2.17 0.65 1.41  0.069
H: -0.85 -1.15 0.16  0.103
H: 0.50 1.37 -1.00  0.128
H: -1.33 0.20 -0.92  0.136
H: 1.60 -0.25 -2.27  0.061

***

# C8H24N2O3

3 unconnected molecules or ions with the total composition C8H24N2O3 (ωB97M-V with the def2-TZVPD basis set, the OMol25 dataset).

Results
LUMO level (eV): 0.56
HOMO energy (eV): -9.52
Total energy (hartree): -654.31814
SMILES: COC[C@H](C)N.COC[C@H](C)N.O
Orbital gap (eV): 10.074
Energy relative to the best compared isomer or geometry (same formula, charge and spin) (kcal/mol): 51.2

Each line ends with the Löwdin charge.
Geometry (Å):
C: 3.31 -4.29 -2.63  -0.150
O: 3.11 -3.84 -1.33  -0.221
C: 2.53 -2.50 -1.12  -0.108
C: 2.35 -2.24 0.47  -0.377
C: 1.00 -2.59 1.07  -0.078
N: 2.86 -0.87 0.79  0.016
H: 3.49 -5.37 -2.71  0.082
H: 4.21 -3.85 -3.05  0.081
H: 2.47 -4.14 -3.31  0.079
H: 3.19 -1.70 -1.47  0.109
H: 1.58 -2.66 -1.63  0.111
H: 3.06 -2.94 0.91  0.125
H: 0.59 -3.47 0.59  0.077
H: 0.28 -1.77 0.99  0.066
H: 1.05 -2.74 2.15  0.073
H: 2.19 -0.13 0.61  0.053
H: 2.85 -0.65 1.77  0.060
C: -0.22 3.90 -0.91  -0.110
O: -1.32 3.35 -0.15  -0.192
C: -1.75 2.08 -0.62  -0.168
C: -3.33 1.99 -0.28  -0.448
C: -3.62 1.37 0.99  -0.087
N: -3.98 1.35 -1.41  0.024
H: 0.10 4.76 -0.31  0.084
H: -0.32 4.15 -1.96  0.086
H: 0.68 3.30 -0.83  0.076
H: -1.48 1.89 -1.66  0.106
H: -1.10 1.29 -0.26  0.111
H: -3.73 3.00 -0.25  0.131
H: -3.47 0.29 1.03  0.086
H: -4.67 1.50 1.27  0.081
H: -3.04 1.76 1.82  0.086
H: -4.91 1.67 -1.21  0.066
H: -3.86 1.86 -2.27  0.069
O: 0.13 1.78 4.81  -0.055
H: -0.38 2.47 4.39  0.026
H: 0.13 2.00 5.74  0.028

***

# C4H6N2O2

2 unconnected molecules or ions with the total composition C4H6N2O2 (ωB97M-V with the def2-TZVPD basis set, the OMol25 dataset).

Results
LUMO level (eV): -0.17
HOMO energy (eV): -9.21
Total energy (hartree): -415.70899
Orbital gap (eV): 9.042
Energy relative to the best compared isomer or geometry (same formula, charge and spin) (kcal/mol): 208.1

Each line ends with the Löwdin charge.
Geometry (Å):
C: -0.08 -0.49 0.91  -0.503
C: 0.00 -0.15 -1.21  -0.297
C: 0.46 1.21 -1.29  -0.070
C: 1.38 0.16 -0.65  -0.198
H: -2.14 0.36 1.11  0.318
H: -0.21 -0.44 2.97  0.167
H: -0.03 -1.08 -1.99  0.181
H: 0.89 1.50 -2.38  0.150
H: -0.20 2.10 -0.95  0.141
H: 2.14 -0.41 -1.16  0.146
N: -0.50 -1.08 2.12  0.035
N: -0.84 -0.82 -0.12  0.125
O: -2.01 -0.89 1.92  -0.242
O: 1.14 0.03 0.72  0.047

***

# C5H7F

A single C5H7F molecule (ωB97M-V with the def2-TZVPD basis set, the OMol25 dataset).

Results
LUMO level (eV): 0.86
HOMO energy (eV): -9.98
Total energy (hartree): -294.40786
SMILES: C#CC[C@H](C)F
Orbital gap (eV): 10.842
Energy relative to the best compared isomer or geometry (same formula, charge and spin) (kcal/mol): 91.4

Each line ends with the Löwdin charge.
Geometry (Å):
C: -0.53 2.85 -0.47  0.062
C: -0.28 1.60 -0.27  -0.112
C: 0.58 0.31 -0.27  -0.217
C: -0.23 -0.91 -0.14  -0.341
C: -0.54 -1.10 1.42  -0.043
F: 0.90 -1.82 -0.50  -0.134
H: -1.15 3.79 -0.83  0.070
H: 1.08 0.06 -1.20  0.120
H: 1.17 0.42 0.78  0.159
H: -0.86 -1.08 -1.02  0.144
H: -1.71 -0.51 1.61  0.161
H: -0.77 -2.23 1.64  0.097
H: 0.23 -0.55 1.92  0.033

***

# C34H76BrFN2O18P5S2

A molecular structure, C34H76BrFN2O18P5S2 (ωB97M-V with the def2-TZVPD basis set, the OMol25 dataset).

Results
LUMO level (eV): -4.39
HOMO energy (eV): -10.12
Total energy (hartree): -7981.07590
Charge: +1
Orbital gap (eV): 5.728

Each line ends with the Löwdin charge.
Geometry (Å):
C: 2.82 6.44 -3.22  0.067
C: 1.94 6.17 -3.99  -0.177
C: 0.88 5.80 -5.02  -0.175
C: 0.17 4.39 -4.89  -0.171
C: 0.67 3.39 -3.78  -0.198
C: -0.18 3.27 -2.43  -0.517
Br: 1.08 4.27 -1.19  0.885
C: 0.13 1.77 -1.82  -0.500
P: 1.92 1.48 -1.13  0.859
C: 1.98 -0.18 -0.22  -0.305
C: 3.10 1.22 -2.62  -0.390
C: 3.80 -0.22 -2.60  -0.177
C: -0.90 1.71 -0.59  -0.972
S: -1.47 -0.07 -0.57  0.783
S: -0.40 1.99 1.14  0.734
C: -2.11 2.58 -1.26  -0.254
C: -3.03 3.07 -0.07  -0.171
C: -4.52 3.46 -0.53  -0.156
C: -5.63 2.96 0.46  -0.102
C: -5.36 3.53 1.90  -0.465
O: -5.79 4.62 2.15  0.119
O: -4.62 2.77 2.81  0.052
N: -1.65 3.53 -2.35  -0.126
C: -2.13 4.98 -2.26  -0.086
C: -1.75 5.84 -1.01  -0.174
C: -0.79 7.07 -1.38  -0.185
F: -0.18 7.44 -0.14  -0.087
N: -2.51 3.12 -3.41  -0.007
C: -2.25 1.93 -4.21  -0.173
C: -2.46 2.20 -5.78  -0.188
C: -1.42 1.36 -6.68  -0.092
H: 3.46 6.88 -2.42  0.067
H: 1.34 5.89 -6.04  0.124
H: 0.08 6.61 -4.99  0.116
H: -0.94 4.59 -4.89  0.078
H: 0.34 3.87 -5.88  0.115
H: 0.65 2.36 -4.25  0.099
H: 1.76 3.53 -3.53  0.084
H: 0.06 0.91 -2.53  0.081
H: 1.32 -0.22 0.68  0.007
H: 3.06 -0.29 0.11  0.053
H: 1.73 -1.02 -0.92  0.038
H: 2.51 1.25 -3.58  0.061
H: 3.92 1.98 -2.62  0.077
H: 4.54 -0.31 -3.45  0.080
H: 4.40 -0.38 -1.65  0.071
H: 3.07 -1.06 -2.74  0.071
H: -1.36 -0.60 -1.83  -0.062
H: 0.73 2.76 1.22  -0.117
H: -2.75 1.70 -1.59  0.114
H: -2.58 3.83 0.61  0.094
H: -3.19 2.15 0.58  0.110
H: -4.73 3.05 -1.56  0.121
H: -4.52 4.59 -0.62  0.108
H: -5.79 1.84 0.43  0.117
H: -6.60 3.42 0.11  0.116
H: -3.84 3.33 3.03  0.119
H: -3.25 5.03 -2.32  0.140
H: -1.77 5.58 -3.15  0.138
H: -2.68 6.35 -0.58  0.132
H: -1.27 5.33 -0.14  0.078
H: -1.45 7.92 -1.68  0.129
H: -0.02 6.78 -2.14  0.073
H: -2.77 3.86 -4.06  0.120
H: -1.28 1.38 -4.13  0.087
H: -3.05 1.16 -3.97  0.134
H: -2.30 3.28 -6.06  0.090
H: -3.49 1.87 -6.09  0.109
H: -0.67 0.80 -6.06  0.068
H: -2.01 0.66 -7.33  0.078
H: -0.82 2.09 -7.30  0.074
C: -0.58 -7.64 -0.37  -0.119
O: -1.75 -6.98 0.12  -0.312
P: -2.08 -5.41 -0.44  0.699
O: -2.03 -5.77 -1.90  -0.257
O: -0.61 -4.87 0.10  -0.268
C: -0.37 -4.86 1.51  -0.114
O: -2.55 -3.80 -0.78  -0.253
C: -2.77 -2.94 0.34  -0.175
H: -0.89 -8.58 -0.82  0.094
H: -0.04 -7.05 -1.10  0.085
H: 0.08 -7.84 0.48  0.088
H: 0.55 -5.41 1.71  0.078
H: -1.19 -5.33 2.06  0.085
H: -0.26 -3.83 1.85  0.081
H: -1.83 -2.46 0.63  0.035
H: -3.20 -3.48 1.18  0.089
H: -3.47 -2.16 0.03  0.047
C: 4.53 -7.03 4.35  -0.127
O: 3.36 -6.43 4.91  -0.319
P: 2.97 -4.85 4.42  0.722
O: 3.01 -5.21 2.95  -0.267
O: 4.44 -4.31 4.94  -0.264
C: 4.69 -4.30 6.36  -0.121
O: 2.52 -3.25 4.02  -0.255
C: 2.30 -2.33 5.10  -0.131
H: 4.24 -7.96 3.87  0.093
H: 5.04 -6.39 3.63  0.083
H: 5.23 -7.25 5.17  0.082
H: 5.61 -4.85 6.55  0.069
H: 3.88 -4.77 6.92  0.085
H: 4.81 -3.28 6.70  0.072
H: 3.24 -1.86 5.39  0.085
H: 1.86 -2.84 5.96  0.081
H: 1.61 -1.56 4.76  0.081
C: -10.28 1.90 -2.96  -0.117
O: -9.90 0.89 -2.03  -0.306
P: -8.24 0.62 -1.80  0.719
O: -7.91 2.06 -1.47  -0.258
O: -8.04 0.31 -3.40  -0.274
C: -8.67 -0.85 -3.95  -0.118
O: -6.64 0.10 -1.50  -0.256
C: -6.36 -1.29 -1.66  -0.112
H: -10.92 2.62 -2.44  0.097
H: -9.43 2.43 -3.40  0.084
H: -10.85 1.44 -3.76  0.088
H: -9.28 -0.54 -4.81  0.092
H: -9.31 -1.34 -3.22  0.087
H: -7.91 -1.55 -4.29  0.083
H: -6.09 -1.50 -2.70  0.086
H: -7.21 -1.90 -1.36  0.088
H: -5.50 -1.55 -1.03  0.071
C: 8.57 -5.22 5.93  -0.124
O: 8.98 -4.58 7.13  -0.309
P: 8.73 -2.90 7.25  0.716
O: 7.26 -2.95 6.95  -0.259
O: 9.63 -2.65 5.89  -0.269
C: 11.02 -2.96 5.93  -0.122
O: 8.69 -1.22 7.54  -0.232
C: 9.92 -0.58 7.92  -0.125
H: 7.87 -6.02 6.19  0.086
H: 8.09 -4.54 5.22  0.088
H: 9.44 -5.66 5.45  0.088
H: 11.25 -3.63 5.10  0.090
H: 11.30 -3.44 6.87  0.085
H: 11.60 -2.04 5.81  0.082
H: 10.47 -0.29 7.02  0.082
H: 10.53 -1.24 8.53  0.083
H: 9.68 0.31 8.49  0.089

***

# C48H56BF4N2PSSbV

A molecular structure, C48H56BF4N2PSSbV (ωB97M-V with the def2-TZVPD basis set, the OMol25 dataset).

Results
Expectation value of S²: 3.7609
LUMO level (spin up / spin down) (eV): 2.42 / 2.42
HOMO energy (spin up / spin down) (eV): -3.99 / -4.47
Total energy (hartree): -4320.69908
Charge: -1
Spin multiplicity: 4
Orbital gap (spin up / spin down) (eV): 6.408 / 6.886
Energy relative to the best compared isomer or geometry (same formula, charge and spin) (kcal/mol): 10.4

Each line ends with the Löwdin charge.
Geometry (Å):
V: -0.19 1.11 -0.35  0.553
C: 3.18 3.88 -0.10  -0.116
C: 3.20 2.88 -1.25  -0.523
C: 4.13 3.35 -2.37  -0.107
P: 1.49 2.40 -1.73  1.073
C: 1.64 1.61 -3.42  -0.504
C: 1.22 2.51 -4.57  -0.106
C: 0.82 0.32 -3.45  -0.121
C: 0.55 3.93 -1.99  -0.291
C: 1.05 5.13 -2.46  -0.078
C: 0.27 6.25 -2.68  -0.300
C: 0.85 7.55 -3.15  -0.072
C: -1.10 6.11 -2.42  -0.052
C: -1.65 4.94 -1.95  -0.010
C: -0.84 3.81 -1.68  -0.303
N: -1.35 2.63 -1.18  -0.074
C: -2.76 2.62 -1.04  -0.266
C: -3.35 3.04 0.15  -0.214
C: -2.48 3.46 1.31  -0.025
C: -4.73 3.05 0.26  -0.015
C: -5.55 2.66 -0.79  -0.280
C: -7.04 2.63 -0.63  -0.064
C: -4.94 2.27 -1.98  -0.015
C: -3.56 2.25 -2.12  -0.208
C: -2.95 1.79 -3.41  -0.029
H: 4.16 3.90 0.38  0.078
H: 2.44 3.62 0.66  0.040
H: 2.95 4.89 -0.45  0.069
H: 3.63 1.95 -0.86  0.083
H: 3.73 4.17 -2.96  0.055
H: 4.37 2.55 -3.07  0.063
H: 5.07 3.69 -1.94  0.076
H: 2.70 1.36 -3.53  0.091
H: 0.17 2.81 -4.47  0.072
H: 1.33 1.98 -5.51  0.076
H: 1.80 3.43 -4.62  0.067
H: -0.23 0.52 -3.24  0.058
H: 1.16 -0.41 -2.72  0.025
H: 0.87 -0.14 -4.44  0.082
H: 2.11 5.21 -2.68  0.083
H: 1.91 7.43 -3.40  0.066
H: 0.79 8.33 -2.39  0.072
H: 0.34 7.93 -4.04  0.070
H: -1.76 6.96 -2.60  0.108
H: -2.71 4.88 -1.77  0.111
H: -1.75 4.21 1.01  0.080
H: -1.93 2.60 1.71  0.065
H: -3.09 3.87 2.11  0.073
H: -5.18 3.36 1.20  0.113
H: -7.34 1.86 0.09  0.077
H: -7.54 2.40 -1.57  0.066
H: -7.43 3.58 -0.27  0.071
H: -5.56 1.96 -2.81  0.109
H: -3.67 1.85 -4.23  0.074
H: -2.62 0.75 -3.33  0.073
H: -2.07 2.39 -3.68  0.059
S: 1.07 1.34 1.79  0.606
C: 2.31 0.44 1.00  -0.841
C: 3.61 0.27 1.49  -0.107
C: 4.51 -0.46 0.76  -0.085
C: 4.13 -1.02 -0.46  -0.088
C: 2.83 -0.81 -0.87  -0.192
N: 1.94 -0.12 -0.17  -0.084
H: 3.88 0.72 2.44  0.101
H: 5.52 -0.61 1.14  0.103
H: 4.81 -1.60 -1.06  0.096
H: 2.48 -1.23 -1.81  0.094
C: 1.42 -5.26 4.34  -0.063
C: 2.24 -5.25 3.08  -0.308
C: 3.23 -6.22 2.94  -0.071
C: 4.03 -6.31 1.82  -0.102
C: 3.84 -5.40 0.79  -0.100
C: 2.86 -4.43 0.92  -0.154
C: 2.04 -4.33 2.04  -0.304
Sb: 0.60 -2.71 1.74  1.638
C: -0.57 -2.64 3.51  -0.357
C: -1.94 -2.86 3.49  -0.127
C: -2.72 -2.64 4.62  -0.084
C: -2.12 -2.19 5.78  -0.093
C: -0.75 -1.92 5.80  -0.060
C: 0.03 -2.13 4.67  -0.326
C: 1.48 -1.75 4.69  -0.080
C: -0.43 -3.97 0.35  -0.324
C: -0.39 -3.44 -0.94  -0.155
C: -1.01 -4.08 -2.01  -0.087
C: -1.69 -5.26 -1.79  -0.091
C: -1.71 -5.80 -0.51  -0.060
C: -1.09 -5.18 0.56  -0.283
C: -1.09 -5.88 1.89  -0.046
H: 1.31 -6.28 4.71  0.080
H: 0.43 -4.84 4.20  0.048
H: 1.91 -4.68 5.13  0.081
H: 3.37 -6.93 3.75  0.105
H: 4.78 -7.08 1.75  0.094
H: 4.45 -5.44 -0.11  0.096
H: 2.73 -3.72 0.10  0.073
H: -2.42 -3.19 2.58  0.094
H: -3.78 -2.82 4.59  0.100
H: -2.71 -2.01 6.67  0.095
H: -0.29 -1.54 6.70  0.104
H: 1.65 -0.84 4.09  0.059
H: 2.12 -2.53 4.27  0.050
H: 1.82 -1.55 5.71  0.078
H: 0.11 -2.49 -1.12  0.073
H: -0.98 -3.64 -3.00  0.101
H: -2.20 -5.76 -2.60  0.096
H: -2.24 -6.74 -0.34  0.102
H: -1.83 -6.68 1.91  0.077
H: -1.32 -5.20 2.72  0.049
H: -0.11 -6.31 2.10  0.079
F: -2.66 -1.98 0.42  0.157
B: -2.59 -0.64 0.13  -1.272
F: -3.83 -0.06 0.10  0.187
F: -1.90 -0.42 -1.12  0.052
F: -1.72 0.03 1.05  0.024

***

Largest force on an atom per entry: 2.0, 0.7, 2.1, 4.4, 7.0, 6.0, 9.5, 0.8 eV/A